(i)
ORCA calculation (ωB97M-V/def2-TZVPD) on a molecular structure, C43H53N6OTa.

Results
* total charge: +2
* E_HOMO: -13.2 eV
* Kohn-Sham gap: 7.42 eV
* E_LUMO: -0.21321 hartree

Element x y z (Å)
Ta: -0.1102 -0.4487 -0.2201
C: 0.9901 -4.1677 1.8207
C: -0.3670 -3.5635 2.1880
C: -1.1749 -3.2888 0.9277
C: -0.1537 -2.4389 3.1948
C: 0.0777 -2.9059 4.4883
C: 0.3720 -2.0635 5.5389
C: 0.4569 -0.7046 5.3052
C: 0.2304 -0.1755 4.0430
C: 0.3711 1.3273 3.8851
C: -0.7168 2.0783 4.6563
C: 1.7538 1.8040 4.3402
C: -0.0941 -1.0510 2.9858
N: -0.4563 -0.4668 1.7081
C: -1.5513 0.4054 1.6888
C: -1.6015 1.3668 0.7237
N: -0.5625 1.4765 -0.2105
C: -0.6432 2.5846 -1.1292
C: -0.6564 2.3051 -2.5096
C: -1.0329 3.3113 -3.3883
C: -1.3590 4.5755 -2.9266
C: -1.2238 4.8573 -1.5815
C: -0.8387 3.8892 -0.6552
C: -0.5526 4.3797 0.7603
C: -1.6736 4.1798 1.7853
C: 0.8004 3.8895 1.2722
C: -0.1024 1.0087 -3.0636
C: -0.6007 0.6429 -4.4593
C: 1.4275 1.0860 -3.0545
H: 0.8786 -4.9572 1.0747
H: 1.4842 -4.5884 2.6956
H: 1.6425 -3.3975 1.4113
H: -0.9265 -4.3215 2.7408
H: -0.5564 -2.8633 0.1205
H: -2.0356 -2.6451 1.1050
H: -1.5274 -4.2370 0.5188
H: 0.0160 -3.9730 4.6657
H: 0.5352 -2.4631 6.5304
H: 0.7003 -0.0351 6.1196
H: 0.2667 1.5753 2.8309
H: -0.6236 1.8965 5.7278
H: -1.7207 1.7699 4.3570
H: -0.6227 3.1520 4.4914
H: 1.8869 1.6596 5.4125
H: 1.8635 2.8710 4.1390
H: 2.5568 1.2663 3.8360
H: -2.3341 0.2627 2.4238
H: -2.4695 1.9998 0.5859
H: -1.0625 3.1148 -4.4506
H: -1.6707 5.3459 -3.6184
H: -1.3976 5.8660 -1.2275
H: -0.4547 5.4608 0.6405
H: -1.7041 3.1627 2.1779
H: -2.6479 4.4272 1.3608
H: -1.5069 4.8448 2.6335
H: 0.7954 2.8221 1.4796
H: 1.0603 4.4125 2.1941
H: 1.5869 4.0811 0.5403
H: -0.4232 0.1494 -2.4308
H: -0.1918 1.3215 -5.2072
H: -1.6896 0.6738 -4.5259
H: -0.2613 -0.3610 -4.7167
H: 1.7511 1.8285 -3.7852
H: 1.8765 0.1261 -3.3194
H: 1.8145 1.4011 -2.0848
C: 2.3362 -4.7851 -2.0977
C: 3.2653 -4.2734 -1.1933
C: 3.1154 -3.0036 -0.6696
C: 2.0383 -2.2204 -1.0772
C: 1.1386 -2.7062 -2.0219
C: 1.2706 -4.0034 -2.5063
N: 1.7661 -0.9530 -0.4872
C: 2.8595 -0.0665 -0.2246
C: 2.8176 0.7427 0.9024
C: 3.8209 1.6783 1.1221
C: 4.8812 1.7790 0.2380
C: 4.9384 0.9400 -0.8709
C: 3.9314 0.0239 -1.1108
H: 2.4593 -5.7843 -2.4922
H: 4.1047 -4.8816 -0.8840
H: 3.8156 -2.6189 0.0608
H: 0.3551 -2.0625 -2.4220
H: 0.5588 -4.3870 -3.2257
H: 2.0227 0.6104 1.6279
H: 3.7795 2.3094 1.9997
H: 5.6714 2.4951 0.4163
H: 5.7733 1.0053 -1.5555
H: 3.9701 -0.6161 -1.9829
C: -4.4794 -0.5109 -0.7719
N: -3.8949 -1.1282 -1.9696
C: -4.6667 -1.4111 -3.0581
C: -4.1372 -1.9522 -4.1723
C: -2.7388 -2.2163 -4.1635
N: -1.9887 -1.9321 -3.0871
C: -2.5635 -1.3999 -2.0325
O: -1.8697 -1.1052 -0.9817
N: -2.1270 -2.7474 -5.2137
H: -5.5531 -0.6714 -0.7900
H: -4.2683 0.5575 -0.7621
H: -4.0585 -0.9718 0.1160
H: -5.7175 -1.1759 -2.9665
H: -4.7550 -2.1782 -5.0281
H: -2.6314 -2.9913 -6.0492
H: -1.1376 -2.9298 -5.1760



(ii)
ORCA calculation (ωB97M-V/def2-TZVPD) on a molecular structure, C43H53N6OTa.

Results
* total charge: +2
* E_HOMO: -13.2 eV
* Kohn-Sham gap: 7.32 eV
* E_LUMO: -0.21688 hartree

Element x y z (Å)
Ta: 0.5357 0.1965 -0.2166
C: 1.0186 3.9885 -2.1747
C: 0.9262 4.0823 -0.6505
C: 1.8828 3.1114 0.0176
C: -0.5400 4.0251 -0.2661
C: -1.1862 5.2582 -0.3083
C: -2.5465 5.3862 -0.1125
C: -3.3067 4.2540 0.0903
C: -2.7211 2.9947 0.1433
C: -3.6374 1.8022 0.3006
C: -4.3580 1.7917 1.6480
C: -4.6440 1.7401 -0.8514
C: -1.3242 2.8881 0.0032
N: -0.7152 1.6027 0.3600
C: -0.9920 1.1703 1.6599
C: -0.8735 -0.1534 1.9420
N: -0.4978 -1.0460 0.9344
C: -0.4715 -2.4491 1.3189
C: 0.7124 -3.1756 1.0707
C: 0.9177 -4.3706 1.7440
C: -0.0274 -4.8571 2.6319
C: -1.2324 -4.2028 2.7540
C: -1.5138 -3.0151 2.0737
C: -2.9824 -2.5933 2.1205
C: -3.3816 -1.6744 3.2793
C: -3.5344 -2.1141 0.7863
C: 1.6673 -2.7900 -0.0359
C: 3.0571 -3.4167 0.0589
C: 1.0271 -3.1571 -1.3755
H: 2.0568 3.9680 -2.5133
H: 0.5146 4.8302 -2.6483
H: 0.5250 3.0809 -2.5177
H: 1.2685 5.0805 -0.3691
H: 1.9663 2.1597 -0.5385
H: 1.6425 2.9120 1.0593
H: 2.9065 3.4892 -0.0274
H: -0.5903 6.1425 -0.4990
H: -3.0101 6.3632 -0.1312
H: -4.3792 4.3430 0.2070
H: -3.0243 0.9098 0.2440
H: -5.0705 2.6148 1.7191
H: -3.6629 1.8880 2.4846
H: -4.9179 0.8637 1.7758
H: -5.2976 2.6129 -0.8532
H: -5.2787 0.8571 -0.7503
H: -4.1463 1.7021 -1.8213
H: -1.2994 1.9043 2.3939
H: -1.0084 -0.5492 2.9388
H: 1.8214 -4.9372 1.5705
H: 0.1521 -5.7773 3.1710
H: -2.0169 -4.6415 3.3594
H: -3.4857 -3.5438 2.3144
H: -3.1366 -0.6289 3.0832
H: -2.9086 -1.9743 4.2155
H: -4.4613 -1.7176 3.4262
H: -3.2488 -1.0899 0.5786
H: -4.6251 -2.1529 0.8055
H: -3.1888 -2.7414 -0.0362
H: 1.8647 -1.6984 0.0135
H: 3.0162 -4.4689 -0.2245
H: 3.4769 -3.3488 1.0619
H: 3.7312 -2.9203 -0.6402
H: 0.9363 -4.2435 -1.4261
H: 1.6345 -2.8232 -2.2189
H: 0.0195 -2.7556 -1.4808
C: 3.5397 1.6358 -4.4640
C: 2.2294 1.7110 -4.9322
C: 1.1863 1.1791 -4.1969
C: 1.4657 0.5477 -2.9881
C: 2.7749 0.4235 -2.5394
C: 3.8133 0.9979 -3.2671
N: 0.4089 0.0520 -2.1623
C: -0.6664 -0.6780 -2.7801
C: -1.9456 -0.5624 -2.2596
C: -2.9773 -1.3281 -2.7939
C: -2.7323 -2.1771 -3.8576
C: -1.4512 -2.2609 -4.3978
C: -0.4148 -1.5196 -3.8629
H: 4.3448 2.0602 -5.0479
H: 2.0220 2.1999 -5.8746
H: 0.1636 1.2621 -4.5412
H: 3.0001 -0.1610 -1.6457
H: 4.8327 0.9105 -2.9162
H: -2.1501 0.1526 -1.4742
H: -3.9767 -1.2315 -2.3909
H: -3.5365 -2.7607 -4.2843
H: -1.2622 -2.9108 -5.2416
H: 0.5822 -1.5921 -4.2771
C: 1.8948 0.9791 3.9147
N: 2.9482 0.2019 3.2464
C: 3.9878 -0.3029 3.9744
C: 4.9979 -0.9747 3.3894
C: 4.9401 -1.1117 1.9736
N: 3.8997 -0.6429 1.2709
C: 2.9313 -0.0160 1.9028
O: 1.9258 0.4526 1.2430
N: 5.9116 -1.7133 1.2977
H: 2.2917 1.3425 4.8579
H: 1.0229 0.3562 4.0962
H: 1.6174 1.8234 3.2916
H: 3.9438 -0.1235 5.0391
H: 5.8141 -1.3698 3.9746
H: 6.7344 -2.0653 1.7566
H: 5.8533 -1.7718 0.2943



Most stable structure - (i); separation to the second - 8.7 kcal/mol.



(i)
ORCA calculation (ωB97M-V/def2-TZVPD) on 2 unconnected molecules or ions with the total composition C2H2N2O3.

Results
* E_HOMO (spin up / spin down): -8.3 / -8.3 eV
* Kohn-Sham gap (spin up / spin down): 7.74 / 7.71 eV
* E_LUMO (spin up / spin down): -0.01959 / -0.02203 hartree

Element x y z (Å)
C: 3.6730 -0.1144 -0.0223
C: -0.1554 -0.7207 -0.2351
N: 3.0482 0.9026 -0.1694
N: 2.6998 2.0385 -0.1272
O: 4.1753 -1.1288 0.1756
O: -1.0918 0.0452 0.4751
O: 1.0555 -0.6875 -0.0640
H: -0.6899 0.5169 1.2360
H: -0.6587 -1.3677 -0.9454



(ii)
ORCA calculation (ωB97M-V/def2-TZVPD) on 2 unconnected molecules or ions with the total composition C2H2N2O3.

Results
* E_HOMO: -10.0 eV
* Kohn-Sham gap: 10.25 eV
* SMILES: O=C=NO.N=C=O
* E_LUMO: 0.00850 hartree

Element x y z (Å)
C: 1.2129 0.5170 -0.0502
C: -2.1068 0.0094 -0.0920
N: 0.8794 1.6075 -0.4065
N: -1.3665 -0.9032 0.0977
O: 1.6874 -0.5285 0.1546
O: -2.6331 1.0334 -0.0727
O: -1.2439 -2.1284 -0.4889
H: 0.3142 2.3079 0.1890
H: -0.3130 -2.4913 -0.1847



Most stable structure - (ii); separation to the second - 31.3 kcal/mol.



(i)
ORCA calculation (ωB97M-V/def2-TZVPD) on C2H2N2O3 in the gas phase.

Results
* E_HOMO: -11.1 eV
* Kohn-Sham gap: 10.78 eV
* SMILES: O=c1ncn(O)o1
* E_LUMO: -0.01227 hartree

Element x y z (Å)
C: 0.1571 -0.2815 -0.9116
C: -1.1785 -0.9123 0.6571
H: 1.9342 1.8116 0.1290
H: 0.7190 -0.1871 -1.7684
N: 0.8546 0.2484 0.3563
N: -0.9314 -0.9816 -0.7963
O: 0.8853 1.5206 -0.1529
O: -2.0090 -1.4845 1.2547
O: -0.4313 0.2664 1.2323



(ii)
ORCA calculation (ωB97M-V/def2-TZVPD) on 2 unconnected molecules or ions with the total composition C2H2N2O3.

Results
* E_HOMO: -9.6 eV
* Kohn-Sham gap: 10.04 eV
* SMILES: NN=C=O.O=C=O
* E_LUMO: 0.01686 hartree

Element x y z (Å)
C: -0.6265 1.4226 -0.0737
C: -1.1059 -1.5069 -0.0405
N: 0.3652 0.9036 0.3000
N: 1.3788 0.0505 -0.1288
O: -1.5498 2.1394 -0.1552
O: -0.5003 -2.1404 0.6966
O: -1.6753 -0.9029 -0.7733
H: 1.6874 -0.6535 0.5991
H: 2.0264 0.6875 -0.4240



Most stable structure - (ii); separation to the second - 86.9 kcal/mol.



(i)
ORCA calculation (ωB97M-V/def2-TZVPD) on 2 unconnected molecules or ions with the total composition CH4NS.

Results
* total charge: -1
* E_HOMO: -2.7 eV
* Kohn-Sham gap: 7.05 eV
* E_LUMO: 0.15905 hartree

Element x y z (Å)
S: -1.0054 -0.8287 1.3400
H: -0.3288 -1.5143 2.2388
C: 1.1629 0.8539 -0.8906
N: 0.9985 1.1159 -2.1835
H: 0.9998 1.6344 -0.1151
H: 1.0448 -0.1643 -0.3579
H: 0.4034 0.3689 -2.5778



(ii)
ORCA calculation (ωB97M-V/def2-TZVPD) on 2 unconnected molecules or ions with the total composition CH4NS.

Results
* total charge: -1
* E_HOMO: -2.6 eV
* Kohn-Sham gap: 6.61 eV
* E_LUMO: 0.14715 hartree

Element x y z (Å)
S: -0.3479 -1.0555 -1.6035
H: 0.3559 0.0810 -1.4740
C: 0.9147 1.3100 1.9229
N: -0.2656 0.9166 1.7368
H: 1.6390 1.3761 1.1131
H: 1.2466 1.6183 2.9113
H: -0.4254 0.5903 0.7798



(iii)
ORCA calculation (ωB97M-V/def2-TZVPD) on 2 unconnected molecules or ions with the total composition CH4NS.

Results
* total charge: -1
* E_HOMO: -2.7 eV
* Kohn-Sham gap: 7.24 eV
* E_LUMO: 0.16661 hartree

Element x y z (Å)
S: 0.7517 -1.0235 -1.0534
H: 1.4750 -2.1451 -0.9279
C: -0.4923 1.3124 0.6213
N: -1.3089 1.1021 1.5784
H: 0.5322 1.6081 0.8637
H: -0.7638 1.2650 -0.4356
H: -0.9729 0.3647 2.1978



Most stable structure - (ii); separation to the second - 20.2 kcal/mol.



(i)
ORCA calculation (ωB97M-V/def2-TZVPD) on 2 unconnected molecules or ions with the total composition C3H10NS.

Results
* total charge: -1
* E_HOMO: -2.7 eV
* Kohn-Sham gap: 6.85 eV
* E_LUMO: 0.15320 hartree

Element x y z (Å)
S: -0.8502 -1.3951 -2.0488
H: -1.2476 -2.0916 -3.1049
C: 1.0504 -0.5474 1.0215
N: 0.1817 0.6036 0.8264
C: 0.6385 1.3016 -0.3719
C: -1.2273 0.1404 0.6658
H: 2.0957 -0.2517 1.1365
H: 0.9396 -1.2682 0.1966
H: 0.8102 -1.0898 1.9470
H: 0.0291 2.1729 -0.6384
H: 1.6491 1.6803 -0.1626
H: 0.6574 0.7044 -1.2909
H: -1.7213 0.7408 -0.0980
H: -1.7614 0.2043 1.6155
H: -1.2441 -0.9045 0.3064



(ii)
ORCA calculation (ωB97M-V/def2-TZVPD) on 2 unconnected molecules or ions with the total composition C3H10NS.

Results
* total charge: -1
* E_HOMO: -2.3 eV
* Kohn-Sham gap: 6.50 eV
* E_LUMO: 0.15385 hartree

Element x y z (Å)
C: 1.2576 -1.3942 -1.7468
S: 2.1510 -0.8917 -0.2236
H: 0.8210 -2.3798 -1.6059
H: 0.4657 -0.6779 -1.9777
H: 1.9064 -1.4552 -2.6129
C: -0.2989 1.6375 0.4041
C: -0.7231 0.6247 1.4686
N: -1.2977 -0.5950 0.9449
H: -1.1415 2.2499 0.0598
H: 0.5982 2.1886 0.6519
H: -0.0646 1.0099 -0.4489
H: 0.1880 0.3070 1.9736
H: -1.3523 1.0122 2.2813
H: -1.9919 -0.4802 0.2215
H: -0.5178 -1.1557 0.6100



Most stable structure - (ii); separation to the second - 5.8 kcal/mol.



(i)
ORCA calculation (ωB97M-V/def2-TZVPD) on 2 unconnected molecules or ions with the total composition C2HNO4.

Results
* E_HOMO (spin up / spin down): -9.7 / -9.7 eV
* Kohn-Sham gap (spin up / spin down): 8.14 / 8.13 eV
* E_LUMO (spin up / spin down): -0.05911 / -0.05916 hartree

Element x y z (Å)
C: 0.1987 1.2167 -0.5120
C: -0.3676 -0.0708 -0.8958
N: 0.1554 -1.0456 0.9205
O: 1.3398 1.5434 -0.6027
O: 0.9547 -0.6978 1.7696
O: -0.4393 -2.0987 0.9033
O: -1.1167 -0.6870 -1.5298
H: -0.7251 1.8398 -0.0531



(ii)
ORCA calculation (ωB97M-V/def2-TZVPD) on C2HNO4 in the gas phase.

Results
* E_HOMO: -11.4 eV
* Kohn-Sham gap: 11.62 eV
* SMILES: O=c1[nH]oc(=O)o1
* E_LUMO: 0.00680 hartree

Element x y z (Å)
C: -1.1855 -0.1822 0.0546
C: 1.1763 -0.0444 0.0039
H: -1.0620 1.5067 0.7912
N: -0.6944 1.1557 -0.0867
O: -2.2626 -0.6694 -0.0858
O: 0.6548 1.1091 -0.0436
O: 2.2335 -0.6075 -0.0358
O: 0.1216 -0.8618 0.0982



(iii)
ORCA calculation (ωB97M-V/def2-TZVPD) on 2 unconnected molecules or ions with the total composition C2HNO4.

Results
* E_HOMO (spin up / spin down): -9.8 / -9.8 eV
* Kohn-Sham gap (spin up / spin down): 8.17 / 8.28 eV
* SMILES: O=CN=O.O=C=O
* E_LUMO (spin up / spin down): -0.05996 / -0.05722 hartree

Element x y z (Å)
C: -2.1686 -0.0975 -0.5060
C: 0.9477 -0.1313 0.6333
N: 1.8012 -0.0504 -0.4027
O: -3.0152 0.5229 -0.0621
O: -1.2257 -0.6537 -0.8031
O: 2.6948 0.6389 -0.8155
O: 0.6410 -0.9629 1.4664
H: 0.3248 0.7339 0.4899



Most stable structure - (ii); separation to the second - 28.2 kcal/mol.